Record 1
A structure of composition C28H40N12PSSiSn in a non-equilibrium geometry. Source: the OMol25 dataset; level of theory: ωB97M-V/def2-TZVPD.

LUMO level in Ha: -0.3199
Energy relative to the best compared isomer or geometry (same formula, charge and spin) in kJ/mol: 186.5
Net charge: +3
Strongest force on any atom in Eh/bohr: 0.0320
Total energy in a.u.: -2990.46818

Positions of all 84 atoms, in Å:
1 Sn 1.074 -0.513 0.334
2 C -3.521 -4.277 1.020
3 N -2.206 -3.736 0.661
4 C -1.227 -4.438 0.027
5 C -0.160 -3.592 -0.100
6 N -0.481 -2.384 0.445
7 C -1.726 -2.491 0.907
8 P -2.686 -1.212 1.757
9 C -1.534 -1.084 3.213
10 N -0.326 -0.392 3.156
11 C 0.464 -0.955 4.205
12 C -0.256 -1.893 4.828
13 N -1.522 -1.944 4.190
14 C -2.680 -2.632 4.787
15 C -2.168 0.243 0.801
16 N -0.978 0.530 0.258
17 C -1.136 1.683 -0.457
18 C -2.429 2.099 -0.350
19 N -3.066 1.188 0.437
20 C -4.482 1.286 0.804
21 H -3.643 -5.233 0.521
22 H -4.307 -3.604 0.685
23 H -3.590 -4.431 2.095
24 H -1.364 -5.461 -0.282
25 H 0.799 -3.788 -0.553
26 H 1.482 -0.637 4.359
27 H -0.017 -2.543 5.653
28 H -3.042 -2.024 5.613
29 H -2.367 -3.607 5.150
30 H -3.464 -2.746 4.044
31 H -0.328 2.120 -1.016
32 H -2.942 2.946 -0.772
33 H -5.027 1.707 -0.036
34 H -4.593 1.933 1.672
35 H -4.882 0.301 1.026
36 C 3.620 5.081 -2.410
37 C 4.720 5.099 -1.353
38 C 5.875 4.175 -1.722
39 C 4.169 4.806 0.044
40 N 3.470 3.511 0.123
41 C 2.185 3.219 -0.062
42 N 2.034 1.917 0.076
43 N 3.271 1.431 0.345
44 N 4.128 2.376 0.372
45 H 4.008 5.438 -3.363
46 H 2.780 5.725 -2.139
47 H 3.247 4.066 -2.579
48 H 5.104 6.120 -1.277
49 H 5.557 3.130 -1.759
50 H 6.695 4.250 -1.008
51 H 6.263 4.437 -2.706
52 H 3.447 5.563 0.348
53 H 4.962 4.761 0.787
54 H 1.423 3.947 -0.281
55 N 1.957 -1.113 -6.825
56 C 1.130 -1.784 -6.014
57 S 0.277 -3.119 -6.408
58 C 1.071 -1.302 -4.598
59 C -0.148 -1.297 -3.917
60 C -0.171 -0.967 -2.585
61 N 0.949 -0.653 -1.904
62 C 2.121 -0.633 -2.556
63 C 2.219 -0.934 -3.900
64 H 2.047 -1.419 -7.782
65 H 2.349 -0.220 -6.578
66 H -1.054 -1.583 -4.433
67 H -1.097 -0.962 -2.025
68 H 3.002 -0.382 -1.975
69 H 3.190 -0.934 -4.376
70 C -1.566 3.887 6.020
71 Si -2.447 3.386 4.468
72 C -4.212 2.861 4.764
73 C -2.250 4.592 3.064
74 C -1.576 1.804 3.892
75 C -0.873 0.893 3.530
76 H -1.917 4.869 6.347
77 H -0.489 3.961 5.863
78 H -1.752 3.185 6.834
79 H -4.809 3.726 5.065
80 H -4.274 2.136 5.576
81 H -4.692 2.434 3.882
82 H -2.839 5.492 3.250
83 H -2.575 4.173 2.109
84 H -1.207 4.897 2.966

These are the Löwdin partial charges, in e, on atoms 1 to 5: 1.28, 0.01, -0.10, 0.00, -0.10

Record 2
A structure of composition C28H41AsF6N5O4S2 in a non-equilibrium geometry. Source: the OMol25 dataset; level of theory: ωB97M-V/def2-TZVPD.

LUMO level in Ha: 0.0799
Net charge: -1
Strongest force on any atom in Eh/bohr: 0.0714
Total energy in a.u.: -5297.66036

Positions of all 87 atoms, in Å:
1 As 0.636 0.103 0.797
2 F 0.687 -1.643 0.392
3 F 1.185 0.331 -0.914
4 F 0.712 1.921 0.960
5 F 0.109 -0.280 2.448
6 F 2.397 -0.035 1.209
7 F -1.095 -0.067 0.263
8 C -1.260 -2.978 -3.629
9 C -1.515 -2.747 -5.138
10 C -1.067 -1.270 -5.518
11 S -0.843 -0.325 -3.819
12 O -1.632 0.848 -3.596
13 O 0.582 -0.294 -3.593
14 C -1.670 -1.721 -2.922
15 H -0.192 -3.187 -3.585
16 H -1.681 -3.930 -3.307
17 H -2.544 -2.725 -5.497
18 H -0.885 -3.345 -5.797
19 H -1.829 -0.761 -6.107
20 H -0.055 -1.270 -5.923
21 H -2.700 -1.395 -3.069
22 H -1.416 -1.686 -1.863
23 C -3.468 -1.934 4.479
24 C -2.022 -1.706 3.994
25 C -1.354 -3.068 3.889
26 S -2.690 -4.258 3.453
27 O -2.854 -5.475 4.323
28 O -2.550 -4.511 2.042
29 C -4.045 -3.179 3.800
30 H -3.956 -1.026 4.124
31 H -3.621 -2.069 5.549
32 H -1.556 -0.929 4.599
33 H -2.075 -1.291 2.987
34 H -1.203 -3.403 4.916
35 H -0.528 -3.387 3.253
36 H -4.700 -3.752 4.455
37 H -4.594 -3.033 2.870
38 N 5.333 1.036 -0.418
39 C 6.439 1.085 0.350
40 C 7.437 0.768 -0.607
41 C 6.816 0.405 -1.856
42 C 5.498 0.549 -1.724
43 H 4.423 1.363 -0.128
44 H 6.474 1.480 1.354
45 H 8.479 0.665 -0.342
46 H 7.476 0.292 -2.704
47 H 4.588 0.506 -2.304
48 N 1.888 2.437 -2.795
49 C 1.478 3.624 -2.245
50 C 2.191 4.657 -2.723
51 C 3.236 4.121 -3.427
52 C 3.129 2.781 -3.361
53 H 1.343 1.589 -2.732
54 H 0.543 3.585 -1.706
55 H 1.912 5.696 -2.624
56 H 4.034 4.697 -3.871
57 H 3.686 2.049 -3.928
58 N 3.763 -2.039 4.492
59 C 3.918 -0.935 3.744
60 C 5.019 -1.129 2.972
61 C 5.610 -2.365 3.398
62 C 4.773 -2.867 4.379
63 H 2.978 -2.121 5.121
64 H 3.175 -0.154 3.811
65 H 5.290 -0.343 2.282
66 H 6.383 -2.984 2.967
67 H 4.811 -3.736 5.020
68 N -3.778 0.399 -1.679
69 C -4.365 0.273 -0.449
70 C -5.693 0.461 -0.635
71 C -6.018 0.460 -2.002
72 C -4.772 0.557 -2.582
73 H -2.789 0.356 -1.877
74 H -3.759 0.009 0.405
75 H -6.378 0.483 0.199
76 H -7.008 0.571 -2.418
77 H -4.651 0.595 -3.654
78 N -3.644 4.612 1.802
79 C -3.708 3.770 0.732
80 C -2.429 3.260 0.564
81 C -1.535 3.993 1.381
82 C -2.357 4.742 2.289
83 H -4.447 5.104 2.167
84 H -4.703 3.647 0.330
85 H -2.172 2.565 -0.222
86 H -0.480 3.772 1.452
87 H -2.141 5.134 3.271

These are the Löwdin partial charges, in e, on atoms 1 to 5: 0.96, -0.31, -0.30, -0.29, -0.27

Record 3
A structure of composition C28H41BrN2P2SSn in a non-equilibrium geometry. Source: the OMol25 dataset; level of theory: ωB97M-V/def2-TZVPD.

LUMO level (alpha / beta) in Ha: -0.5305 / -0.5426
Energy relative to the best compared isomer or geometry (same formula, charge and spin) in kJ/mol: 24.8
Net charge: +4
Strongest force on any atom in Eh/bohr: 0.0994
Total energy in a.u.: -5068.40012

Positions of all 76 atoms, in Å:
1 C -0.590 6.791 -6.370
2 C -0.825 5.461 -6.819
3 C -1.066 5.264 -8.222
4 C -1.020 6.384 -9.066
5 N -0.737 7.602 -8.609
6 C -0.566 7.837 -7.312
7 C -0.691 4.322 -5.938
8 C -0.630 3.400 -5.114
9 C -1.071 3.081 -3.816
10 C -0.108 2.850 -2.711
11 C -0.745 2.581 -1.400
12 C -2.092 2.143 -1.356
13 C -2.972 2.385 -2.428
14 C -2.450 2.831 -3.631
15 Sn 0.067 1.058 -4.162
16 P 2.152 -1.003 -1.486
17 H -1.180 4.281 -8.680
18 H -0.292 7.066 -5.356
19 H -1.195 6.344 -10.157
20 H -0.385 8.884 -7.030
21 H -3.103 2.852 -4.510
22 H 0.903 3.315 -2.788
23 H -4.050 2.320 -2.350
24 H -0.034 2.515 -0.581
25 C 2.374 -2.576 -0.445
26 C 3.405 -3.614 -0.906
27 H 1.398 -3.088 -0.385
28 H 2.647 -2.290 0.585
29 H 3.669 -4.308 -0.092
30 H 3.047 -4.249 -1.727
31 H 4.342 -3.156 -1.242
32 C 2.930 -1.356 -3.109
33 C 3.035 -0.251 -4.187
34 H 2.429 -2.223 -3.547
35 H 3.959 -1.681 -2.848
36 H 3.119 -0.666 -5.214
37 H 2.160 0.418 -4.400
38 H 3.816 0.462 -3.923
39 C 3.584 0.058 -0.767
40 C 5.014 -0.543 -0.779
41 H 3.300 0.307 0.276
42 H 3.578 0.974 -1.388
43 H 5.723 0.213 -0.389
44 H 5.119 -1.432 -0.123
45 H 5.377 -0.791 -1.801
46 Br -2.868 0.990 -0.115
47 P -2.374 -2.868 -3.740
48 C -0.532 -3.093 -3.535
49 C -0.244 -4.531 -3.952
50 H -0.167 -2.878 -2.513
51 H -0.045 -2.394 -4.221
52 H 0.828 -4.680 -4.085
53 H -0.589 -5.255 -3.199
54 H -0.717 -4.781 -4.913
55 C -2.911 -2.962 -1.895
56 C -4.213 -3.746 -1.982
57 H -3.009 -2.023 -1.315
58 H -2.160 -3.610 -1.409
59 H -4.663 -3.718 -0.993
60 H -4.877 -3.289 -2.735
61 H -4.104 -4.798 -2.225
62 C -2.644 -1.136 -4.219
63 C -2.813 -1.148 -5.745
64 H -1.776 -0.605 -3.735
65 H -3.559 -0.748 -3.735
66 H -3.083 -0.177 -6.136
67 H -1.973 -1.537 -6.324
68 H -3.683 -1.762 -5.994
69 S 0.477 2.316 3.172
70 C 1.632 1.019 3.138
71 C 1.372 0.122 2.089
72 N 0.358 0.579 1.254
73 C -0.241 1.635 1.755
74 H 2.427 0.923 3.864
75 H 1.893 -0.833 1.873
76 H -1.186 2.061 1.415

These are the Löwdin partial charges, in e, on atoms 1 to 5: 0.03, -0.18, 0.03, -0.08, 0.12

Record 4
A structure of composition C28H41Cl2N2SSbSi3V in a non-equilibrium geometry. Source: the OMol25 dataset; level of theory: ωB97M-V/def2-TZVPD.

LUMO level (alpha / beta) in Ha: -0.0126 / -0.0111
<S²>: 0.781
2S+1: 2
Strongest force on any atom in Eh/bohr: 0.0398
Total energy in a.u.: -4572.39843

Positions of all 79 atoms, in Å:
1 V 0.219 -0.149 -0.240
2 C -2.256 -4.164 -1.787
3 Sb -0.725 -2.639 -1.883
4 C -1.530 -1.196 -0.469
5 C -2.141 -1.738 0.811
6 C -1.684 -1.296 2.064
7 C -2.280 -1.721 3.237
8 C -3.357 -2.588 3.167
9 C -3.778 -2.973 1.906
10 N -3.200 -2.574 0.768
11 Si -2.919 -0.167 -1.269
12 C -4.425 -1.118 -1.842
13 C -3.456 1.012 0.088
14 C -2.473 0.878 -2.752
15 C 1.013 -3.604 -0.732
16 C 1.704 -2.752 0.305
17 C 2.860 -3.241 0.950
18 C 3.468 -2.569 1.980
19 C 2.907 -1.381 2.431
20 C 1.816 -0.915 1.753
21 N 1.258 -1.521 0.674
22 Si 0.502 -5.211 0.158
23 C -0.828 -4.849 1.402
24 C 0.030 -6.562 -1.037
25 C 1.811 -6.030 1.236
26 Si 2.226 -3.932 -2.195
27 C 3.031 -2.327 -2.663
28 C 3.622 -5.140 -1.855
29 C 1.335 -4.641 -3.674
30 H -3.186 -3.624 -1.966
31 H -2.336 -4.687 -0.837
32 H -2.084 -4.874 -2.602
33 H -0.878 -0.574 2.120
34 H -1.917 -1.368 4.195
35 H -3.859 -2.945 4.057
36 H -4.632 -3.639 1.796
37 H -4.781 -1.821 -1.085
38 H -4.203 -1.680 -2.759
39 H -5.229 -0.406 -2.077
40 H -3.922 0.479 0.926
41 H -4.180 1.744 -0.293
42 H -2.593 1.562 0.479
43 H -1.952 0.313 -3.532
44 H -1.847 1.732 -2.489
45 H -3.416 1.253 -3.175
46 H 3.262 -4.188 0.623
47 H 4.361 -2.975 2.443
48 H 3.308 -0.826 3.268
49 H 1.353 0.008 2.074
50 H -1.750 -4.465 0.960
51 H -0.471 -4.101 2.123
52 H -1.065 -5.766 1.956
53 H -0.624 -6.243 -1.848
54 H -0.488 -7.350 -0.473
55 H 0.932 -7.008 -1.475
56 H 2.051 -5.438 2.126
57 H 2.745 -6.281 0.728
58 H 1.361 -6.971 1.579
59 H 3.400 -1.787 -1.784
60 H 2.324 -1.671 -3.181
61 H 3.884 -2.514 -3.329
62 H 4.395 -4.727 -1.196
63 H 4.098 -5.352 -2.822
64 H 3.284 -6.096 -1.444
65 H 0.535 -3.989 -4.038
66 H 0.909 -5.627 -3.464
67 H 2.066 -4.756 -4.485
68 Cl 1.659 1.933 0.183
69 C 2.702 1.999 -1.233
70 C 3.867 2.736 -1.146
71 C 4.683 2.814 -2.258
72 C 4.305 2.173 -3.428
73 C 3.123 1.452 -3.485
74 Cl 2.706 0.712 -4.997
75 C 2.274 1.319 -2.371
76 S 0.791 0.378 -2.410
77 H 4.128 3.239 -0.222
78 H 5.609 3.376 -2.217
79 H 4.928 2.230 -4.313

These are the Löwdin partial charges, in e, on atoms 1 to 5: 0.30, -0.31, 1.41, -0.62, -0.42

Record 5
A structure of composition C28H41N3O2PtSb in a non-equilibrium geometry. Source: the OMol25 dataset; level of theory: ωB97M-V/def2-TZVPD.

LUMO level in Ha: -0.3104
Energy relative to the best compared isomer or geometry (same formula, charge and spin) in kJ/mol: 0.0
Net charge: +3
Strongest force on any atom in Eh/bohr: 0.0305
Total energy in a.u.: -1764.90035

Positions of all 76 atoms, in Å:
1 Pt -0.833 0.866 -0.158
2 N 2.396 5.762 -1.283
3 C 1.588 4.543 -0.869
4 C 2.538 3.504 -0.264
5 C 1.784 2.344 0.403
6 N 1.123 1.415 -0.595
7 C 0.759 2.859 1.388
8 C -0.233 3.801 0.733
9 N -1.093 3.037 -0.236
10 C 0.463 4.997 0.072
11 H 3.141 5.523 -1.944
12 H 2.839 6.198 -0.469
13 H 1.810 6.476 -1.727
14 H 1.163 4.161 -1.801
15 H 3.151 3.969 0.514
16 H 3.218 3.126 -1.032
17 H 2.514 1.760 0.960
18 H 1.721 0.611 -0.799
19 H 0.957 1.873 -1.488
20 H 1.250 3.357 2.228
21 H 0.211 2.012 1.805
22 H -0.862 4.184 1.536
23 H -0.915 3.299 -1.202
24 H -2.078 3.227 -0.075
25 H 0.864 5.622 0.876
26 H -0.259 5.605 -0.479
27 C -3.476 0.162 -1.511
28 O -2.975 0.849 -0.337
29 C -3.731 0.472 0.850
30 C -3.220 1.227 2.049
31 O -1.893 0.847 2.379
32 C -1.822 -0.269 3.280
33 H -4.502 0.478 -1.692
34 H -3.443 -0.917 -1.362
35 H -2.845 0.443 -2.348
36 H -3.641 -0.608 0.993
37 H -4.782 0.716 0.680
38 H -3.894 1.075 2.895
39 H -3.194 2.297 1.825
40 H -2.388 -0.052 4.187
41 H -0.773 -0.414 3.528
42 H -2.212 -1.181 2.818
43 C -2.298 -5.937 -1.105
44 C -3.155 -4.856 -0.963
45 C -2.639 -3.585 -0.747
46 C -1.262 -3.422 -0.663
47 C -0.389 -4.497 -0.816
48 C -0.922 -5.761 -1.030
49 Sb -0.264 -1.617 -0.271
50 C 1.095 -1.581 -1.873
51 C 2.473 -1.650 -1.653
52 C 3.343 -1.713 -2.738
53 C 2.840 -1.696 -4.031
54 C 1.469 -1.613 -4.250
55 C 0.594 -1.552 -3.175
56 C 0.890 -2.056 1.425
57 C 0.686 -3.234 2.138
58 C 1.432 -3.483 3.285
59 C 2.356 -2.553 3.736
60 C 2.550 -1.368 3.037
61 C 1.810 -1.116 1.892
62 H -2.704 -6.924 -1.286
63 H -4.226 -5.000 -1.015
64 H -3.317 -2.750 -0.632
65 H 0.686 -4.366 -0.778
66 H -0.257 -6.606 -1.147
67 H 2.872 -1.695 -0.644
68 H 4.409 -1.802 -2.571
69 H 3.516 -1.762 -4.873
70 H 1.082 -1.615 -5.261
71 H -0.475 -1.510 -3.361
72 H -0.047 -3.960 1.813
73 H 1.281 -4.405 3.832
74 H 2.918 -2.744 4.640
75 H 3.276 -0.646 3.390
76 H 1.952 -0.182 1.363

These are the Löwdin partial charges, in e, on atoms 1 to 5: 0.87, 0.25, -0.27, -0.07, -0.30